Here is a 10-piece molecular cluster, C38H64O24P3 overall from the Open Molecules 2025 dataset. Energies are from the ωB97M-V functional and the def2-TZVPD basis.

Results
* HOMO: -3.94 eV
* Kohn-Sham gap: 5.47 eV
* spin multiplicity: 1
* relative energy (zero: lowest compared OMol25 entry of this formula, charge and spin): 117.2 kcal/mol
* charge: -1

XYZ file:
```
129
Properties=species:S:1:pos:R:3:forces:R:3
P 3.61548 2.24328 -6.91730 4.23 -0.92 0.88
P 1.21935 4.75610 -5.37315 -1.10 4.08 -1.08
P 3.68443 1.95689 -3.64094 -3.08 -3.11 0.35
O -4.81928 -3.57602 -3.34835 -0.02 -0.01 -0.79
O -1.06887 0.00368 -0.63369 1.35 0.65 0.52
O 5.21602 1.71259 1.42954 -0.12 -0.37 1.22
O -2.34172 2.97143 4.50165 -0.83 -1.83 -0.01
O 0.62042 -3.25422 2.95474 1.65 0.69 0.62
O -8.58212 2.88513 1.47181 -0.06 -0.31 0.90
O -4.67386 -3.02454 3.29591 -0.25 -0.40 0.86
O 2.78552 4.10909 -4.91185 -0.09 -4.33 -0.44
O 2.87755 0.69602 -3.13044 2.35 2.86 -0.89
O -0.89888 0.17556 -5.01940 -0.29 -0.31 -1.16
O 5.12142 1.82757 -6.53814 -4.96 1.34 -1.84
O 0.58682 3.30173 -6.13029 2.13 -2.54 1.66
O 3.56831 3.71434 -7.84847 0.97 -3.26 0.59
O 0.83361 1.25212 -0.40443 -1.08 -0.54 0.01
O 2.89988 0.85828 -7.72635 -0.78 3.50 0.90
O 5.40415 1.06715 3.61554 -0.16 0.65 -1.44
O 2.52289 -2.00578 3.18400 -0.93 -0.90 0.20
O 7.89582 0.35441 1.51738 0.88 0.49 -0.09
O 9.91461 1.42910 1.52758 -1.48 -1.33 0.00
O -2.73973 0.73369 4.24730 0.29 0.86 0.20
O -4.90735 -4.19799 5.24503 0.63 0.88 -1.61
O -0.68737 -0.02470 -7.28782 -0.30 -0.25 1.64
O -4.60777 -3.77628 -5.61677 -0.50 -0.33 2.01
O -8.39399 2.23969 3.65781 -0.07 1.01 -1.67
C 9.81131 -0.96706 1.84737 0.15 -0.48 -0.28
C 3.75194 -2.15482 3.89323 0.80 0.49 0.19
C -8.32302 3.09930 2.79514 0.10 -1.61 1.35
C -8.29548 4.07584 0.73982 0.07 0.26 -0.78
C 5.50266 2.90330 0.69754 0.10 0.34 -0.89
C 2.35993 -3.95840 4.48208 0.08 -0.05 0.57
C 1.15565 2.17285 -5.32085 -0.37 0.80 -0.05
C -2.45956 -3.56720 2.80386 0.82 0.09 -0.33
C -1.27830 -0.69827 -3.95721 -0.06 -0.01 0.89
C 0.67065 -0.70051 0.89365 0.04 0.04 0.53
C -4.60133 2.11603 4.63188 -0.37 -0.12 0.38
C -2.95672 -4.52988 3.85242 0.50 0.16 -0.04
C -4.26758 -3.91839 4.24469 -1.22 -0.72 1.54
C -5.48887 -5.61296 -4.31108 -0.48 -0.28 0.09
C -3.11369 2.02727 4.47314 1.41 1.69 -0.26
C 2.75855 2.63901 -5.21304 -1.12 1.71 0.66
C -2.15185 -1.74565 -4.59661 -0.59 -0.49 0.29
C 7.45997 -0.98301 1.75638 -0.76 -0.45 0.10
C -1.56847 -1.86138 -5.98213 -0.53 -0.27 0.06
C -1.01888 -0.48548 -6.20802 0.77 0.81 -1.33
C -4.97654 0.68160 4.90585 -0.89 -0.31 0.33
C 1.70680 -3.06101 3.47497 -1.52 -0.29 -1.10
C -6.07225 -5.49723 -2.92556 -0.63 -0.60 0.35
C 3.43595 -3.06737 5.04922 0.39 -0.17 0.78
C 8.65405 -1.85033 1.45496 0.09 -0.86 -0.25
C -3.90601 -0.08498 4.17425 -0.18 -0.71 -0.11
C 9.25757 0.40402 1.60307 1.00 1.85 0.11
C 5.89936 3.34705 2.97417 -0.22 0.45 0.08
C -5.19870 -4.44985 -2.28616 0.00 0.06 0.73
C -7.89878 4.51959 3.01645 -0.22 0.49 0.05
C 5.43105 4.01824 1.70784 -0.14 0.89 -0.09
C 1.74666 0.19053 1.46079 0.63 0.01 0.67
C 5.47512 1.92676 2.75286 0.17 -1.29 0.84
C -4.93928 -4.23706 -4.53697 0.89 0.85 -1.97
C -3.73828 -3.02744 2.21867 0.19 0.30 -0.73
C 2.06265 1.10307 0.30480 0.69 0.21 -0.03
C -8.36709 5.19078 1.75011 -0.10 0.93 -0.10
C 0.01751 0.19689 -0.11346 -1.12 -0.06 -1.11
H 4.41182 3.70640 -8.39178 -1.22 -0.11 0.94
H 1.33790 0.77513 2.29397 0.07 -0.08 -0.07
H -6.08440 -6.44196 -2.37557 0.00 0.17 0.01
H 6.02743 4.89096 1.42884 -0.11 -0.16 -0.05
H -6.81056 4.55591 3.11778 -0.08 -0.05 0.14
H -0.74878 -2.58424 -6.01946 -0.02 0.07 -0.16
H -7.10385 -5.13044 -2.99099 0.16 -0.06 0.06
H -7.29928 3.98120 0.29508 -0.09 -0.01 0.03
H -3.61418 -2.01045 1.83532 -0.22 -0.17 0.07
H 2.80718 0.67266 -0.37313 -0.12 0.08 -0.07
H -7.77071 6.06350 1.47111 -0.10 -0.15 -0.05
H -3.70636 -1.05374 4.64143 0.16 0.24 -0.17
H -5.73468 -3.88516 -1.51774 0.24 0.10 -0.19
H 6.98758 3.38337 3.07551 -0.07 -0.10 0.11
H 6.49886 2.80866 0.25281 -0.08 -0.06 0.07
H 0.99456 1.14437 -5.85940 0.59 2.27 1.07
H 4.76777 3.03007 -0.10276 0.10 -0.28 0.12
H -3.13662 -5.52572 3.43799 -0.02 0.00 0.19
H 10.05954 -1.06861 2.90750 0.11 0.11 -0.09
H 8.63529 -2.80734 1.98310 -0.09 0.12 -0.07
H 0.59737 2.13953 -4.26730 1.61 0.02 -2.19
H -1.81428 -0.13358 -3.18879 0.35 0.07 -0.16
H -4.66918 -6.33583 -4.34841 -0.05 0.07 -0.16
H -4.90549 0.48264 5.98213 -0.02 -0.02 -0.18
H -9.40758 5.51630 1.87027 0.16 -0.03 -0.06
H -5.98829 0.42431 4.58133 0.17 -0.02 0.04
H -4.29226 -4.87740 -1.84487 -0.04 0.04 -0.03
H 5.07638 1.67619 -3.88400 -0.69 0.46 -0.03
H 3.02719 -2.48277 5.88240 0.11 -0.07 -0.13
H 1.64999 -4.26983 5.25175 -0.03 -0.19 -0.39
H -8.38461 4.94335 3.89838 0.33 -0.28 0.05
H -9.03037 4.20261 -0.06049 0.13 -0.27 0.12
H 6.61178 -1.21619 1.10614 0.07 0.32 0.15
H 1.94524 5.26619 -6.50904 -0.10 -0.69 -0.48
H -4.87065 2.76754 5.46639 0.13 0.17 -0.37
H 2.61894 -0.35639 1.82844 -0.24 0.38 -0.25
H -2.16400 -2.69038 -4.04662 -0.02 0.18 0.00
H -5.03932 2.48004 3.69835 0.06 0.10 0.09
H 3.64644 3.01922 -2.62753 0.16 -0.58 -1.19
H 4.49647 -2.58523 3.21530 -0.06 0.03 0.00
H 8.69932 -2.05841 0.37901 -0.04 0.00 0.18
H 10.68863 -1.15480 1.22408 0.04 0.26 0.35
H 1.63255 6.01037 -4.74606 0.12 -0.12 0.32
H -0.37186 -1.12582 -3.51592 -0.03 0.13 -0.02
H -4.15559 -0.24416 3.11995 0.02 0.04 0.10
H 5.41354 3.77081 3.85611 0.31 -0.28 0.06
H 1.92062 1.03673 -7.94309 1.84 -0.22 0.54
H -6.25542 -5.85757 -5.04998 0.42 0.00 -0.11
H 0.10687 5.52259 -5.94412 -0.41 -0.51 0.61
H 1.09090 -1.56907 0.37906 -0.17 -0.02 0.04
H -4.12980 -3.66327 1.41767 -0.03 0.05 0.05
H -1.80700 -4.03023 2.05893 -0.08 0.22 0.12
H 4.39056 4.34376 1.82799 0.16 -0.02 -0.07
H -2.27519 -4.58196 4.70461 -0.31 -0.27 -0.04
H 4.10397 -1.17566 4.23077 -0.12 -0.06 -0.35
H 0.55908 4.39599 -4.13459 0.19 -0.43 -0.18
H 2.41469 2.08223 0.64234 -0.18 -0.03 -0.24
H -0.03930 -1.01194 1.66332 0.03 -0.21 -0.40
H -2.33502 -2.10599 -6.72103 0.38 -0.03 -0.08
H -1.90061 -2.75583 3.28582 -0.04 -0.17 -0.19
H 4.30823 -3.61428 5.41687 -0.07 0.15 -0.07
H 7.13973 -1.06475 2.80038 -0.01 0.09 -0.08
H 2.78018 -4.82696 3.96749 -0.18 0.00 0.01
H -3.18345 -1.37886 -4.66204 0.17 -0.14 0.04
```
Positions in Å, forces in eV/Å.


Here is a 3-piece molecular cluster, C38H66N2O4 overall from the Open Molecules 2025 dataset. Energies are from the ωB97M-V functional and the def2-TZVPD basis.

Results
* HOMO: -7.79 eV
* Kohn-Sham gap: 7.77 eV
* spin multiplicity: 1
* SMILES: C=CCc1c(CCCCCN)c(COCC)c2c(c1C[C@H]1CO1)C(=O)N(CCCC)C2=O.CCCCCC.CCCCCC

XYZ file:
```
110
Properties=species:S:1:pos:R:3:forces:R:3
O 3.22048 2.83801 3.30130 0.37 0.07 0.51
O 5.42612 2.31424 0.57284 -0.12 1.41 0.93
O 0.17461 3.79434 0.05260 -0.45 0.39 -0.06
O 1.91988 2.31552 -2.74232 -0.45 0.17 0.16
N -3.07053 1.10461 -0.03849 -0.27 0.18 -0.04
N 1.42755 3.41488 1.96518 -0.22 0.93 0.73
C -0.64447 1.70058 3.71597 -0.34 0.04 -0.32
C -3.54981 0.10508 -1.01642 0.60 0.07 0.36
C -1.14890 -4.43602 4.83152 -0.06 -0.04 0.04
C 0.50475 3.86916 3.01069 0.33 0.50 -0.05
C 3.40694 0.46807 1.15970 -0.60 -0.51 0.86
C 5.45798 1.71108 1.75445 -0.49 -2.17 -1.29
C -1.85390 -7.36881 5.65987 0.00 -0.08 -0.11
C -0.83326 -6.98320 4.59317 0.01 -0.02 0.13
C -0.15411 -1.68370 -0.80981 -0.20 0.42 -0.45
C -0.18340 -5.62301 4.84139 0.03 0.04 -0.06
C 3.39475 -1.99455 0.58617 -1.95 -1.10 -0.10
C 2.86209 -0.58121 0.38366 0.29 0.19 -0.10
C 2.56291 2.67975 2.31276 -0.96 -1.05 -0.97
C -2.44960 -0.34451 -5.40752 0.15 0.01 0.02
C -2.42555 4.17472 -7.03313 0.04 -0.09 -0.09
C 1.66940 1.87852 0.29909 0.57 0.28 -0.46
C 1.53225 3.58060 -3.24719 0.48 0.63 -0.11
C 4.72326 0.35765 1.89520 0.30 1.36 -0.38
C -1.95191 -4.27055 3.54187 0.10 0.11 0.01
C -2.65646 -1.13875 -0.98067 0.27 0.47 -0.51
C -1.23170 -0.77506 -1.41060 0.09 -0.19 0.29
C 2.85447 -1.96582 3.10707 0.33 -0.44 -0.19
C 6.82576 1.65615 0.88811 0.41 1.25 1.57
C 1.87981 -0.30247 -0.59250 1.06 0.63 -0.57
C -3.91182 2.34511 -6.05588 -0.01 -0.07 -0.03
C -0.79528 3.08118 3.02320 -0.40 -0.21 0.64
C -0.95542 0.50424 2.80920 0.35 0.11 0.36
C 2.60060 1.58705 1.28475 0.71 0.13 -0.51
C -1.93984 1.04233 -5.02705 -0.08 -0.09 0.07
C -3.05861 2.06146 -4.81845 0.04 0.08 0.01
C 1.92205 4.75719 -2.33379 -0.40 0.06 0.16
C 0.99519 3.17102 0.66266 0.41 -1.41 0.20
C 3.59504 -2.39642 2.03229 -0.04 0.17 0.08
C -1.07859 -4.00813 2.31944 -0.13 -0.04 -0.04
C 1.51494 1.05273 -0.79945 -1.25 -0.21 0.55
C -3.13143 2.84294 -7.27176 -0.05 0.13 0.04
C 0.87932 1.58905 -2.06271 1.13 -0.36 -0.33
C 1.24724 -1.38451 -1.43132 -0.80 -0.49 0.94
H 4.27806 -2.17329 -0.02625 0.19 -0.09 0.25
H -1.36902 0.96146 -4.09742 0.03 0.04 -0.01
H -0.04701 -7.74231 4.57029 0.00 0.00 -0.04
H 1.00516 3.67597 3.95969 0.18 0.11 -0.05
H 0.35724 1.61514 4.14344 0.04 -0.08 -0.06
H -0.14847 -1.45985 0.26057 0.18 -0.27 0.09
H -2.62868 -1.56872 0.02226 -0.22 -0.09 -0.01
H -1.61846 -1.04450 -5.51105 -0.02 -0.02 -0.01
H 2.61550 -2.66191 0.19558 0.19 -0.04 -0.28
H 0.32618 -5.64427 5.80986 0.00 -0.02 0.00
H 5.47584 2.34987 2.63205 0.25 0.02 0.09
H -2.98877 -0.33353 -6.35551 -0.03 -0.01 0.01
H -1.69773 -3.87115 1.43083 0.05 0.03 -0.03
H 1.79759 -2.31753 -1.38761 0.32 0.15 -0.26
H -3.03854 -1.85014 -1.71772 -0.15 -0.31 0.34
H -1.50745 3.66310 3.61295 0.00 0.13 -0.09
H -2.86282 1.98305 -0.49694 0.10 -0.03 0.00
H -2.26476 -8.35930 5.45859 -0.02 0.01 0.02
H 7.31865 2.20057 1.75826 -0.30 0.81 -0.49
H -2.02891 0.36766 2.69362 -0.02 0.07 -0.18
H -0.55472 -0.40223 3.26869 -0.01 -0.09 -0.15
H 7.31063 2.32400 0.17173 0.47 -1.43 -0.91
H -4.46340 1.44294 -6.33488 0.00 -0.01 0.02
H -0.41819 -2.73690 -0.92998 0.01 -0.02 -0.09
H -2.63973 -3.43005 3.66916 -0.03 -0.02 0.00
H -3.79326 1.32874 0.63325 0.02 -0.12 0.06
H -2.57566 -5.15101 3.36539 0.00 -0.01 0.03
H 4.38462 -3.13190 2.20681 1.33 1.51 0.24
H 1.04927 5.34057 -2.04048 -0.02 0.00 0.00
H 4.65244 0.18439 2.96607 -0.12 -0.44 -0.05
H -1.34468 1.65925 4.55232 0.14 0.02 0.15
H 0.60012 -5.46242 4.09523 0.00 0.01 0.01
H -1.00800 0.23768 -1.07057 -0.11 0.07 -0.03
H -2.68924 -6.66814 5.69478 0.01 0.01 0.03
H 1.09165 -1.13225 -2.47635 0.28 0.15 -0.05
H -4.58783 -0.15746 -0.81264 -0.07 0.00 -0.18
H 0.46511 3.61722 -3.48206 -0.05 -0.19 0.06
H -0.48180 -3.10226 2.45467 0.03 -0.01 -0.01
H 2.07234 3.72954 -4.18387 -0.08 -0.31 -0.12
H -0.39965 -4.83937 2.12137 0.02 0.02 0.00
H -1.23662 1.39651 -5.78559 -0.01 0.03 0.01
H -4.67034 3.08842 -5.79103 0.01 0.01 -0.01
H -1.30646 -7.00530 3.60766 0.02 0.03 -0.01
H -3.71832 1.70672 -4.01941 0.01 -0.01 0.00
H -1.16542 -0.77779 -2.50297 -0.02 -0.02 -0.03
H 2.61639 5.43623 -2.82576 0.11 -0.07 0.01
H -3.11740 -0.73751 -4.63650 -0.05 0.01 -0.03
H 1.81707 -2.23004 3.30044 -0.64 1.66 -1.09
H 5.40285 -0.31108 1.37934 -0.30 -0.58 0.30
H -2.40161 2.09275 -7.58793 -0.02 -0.02 0.01
H -1.25654 2.95629 2.04285 0.20 0.13 -0.12
H -3.82913 2.95975 -8.10507 0.01 -0.04 -0.02
H 0.38152 4.95097 2.96178 -0.27 -0.03 -0.23
H -2.62319 2.99656 -4.45359 -0.01 0.00 0.00
H -1.84387 -4.52268 5.67134 0.02 -0.01 0.01
H -0.50898 0.63819 1.82250 -0.02 -0.14 -0.06
H -3.45654 0.54121 -2.01406 -0.32 -0.11 -0.10
H 2.36831 4.39909 -1.40907 0.17 -0.07 -0.08
H 0.01523 2.22431 -1.87902 -0.06 -0.06 0.08
H -1.68427 4.10238 -6.23563 -0.01 0.02 0.01
H -1.38969 -7.39909 6.64785 -0.02 0.05 0.01
H 3.35619 -1.37335 3.87172 0.34 -1.71 1.10
H -0.57490 -3.52102 5.01248 -0.01 0.01 -0.02
H -1.90442 4.49934 -7.93478 0.00 0.04 0.02
H 0.65705 0.75610 -2.72411 -0.55 0.06 0.02
H -3.14336 4.95182 -6.76267 0.02 0.00 0.04
```
Positions in Å, forces in eV/Å.